A 15-piece molecular cluster, C93H156N19O18 overall in a non-equilibrium geometry. Source: OMol25; level of theory: ωB97M-V/def2-TZVPD.

Element x y z (Å)
N  13.397348  21.969504  17.161384
H  17.945240  24.101280  10.962299
O  16.343770  17.630367  24.972297
H  21.152656  21.786350  21.941325
O  18.891974  22.913237  22.848210
H  17.245723  31.293489  22.416479
H  11.362964  25.893134  17.021621
C  9.918548  18.934166  20.153628
H  15.413368  16.716631  30.592425
C  16.812895  23.262320  13.170060
C  14.806602  19.708515  31.687547
C  24.238044  23.889470  20.739000
H  15.873005  24.786011  11.059709
C  10.893432  14.944621  21.471532
N  20.030722  23.076797  16.977076
H  12.944061  19.720484  21.554631
H  22.676216  22.989688  22.652102
O  13.546582  23.661227  22.046458
H  11.784452  32.022155  14.920987
H  10.041873  23.107742  20.007199
N  10.531107  21.136662  19.712803
H  14.583355  20.174964  32.637410
N  14.229820  17.579873  15.731173
C  15.213583  20.674954  25.632940
C  15.424100  17.362444  16.615065
C  13.570809  36.039349  16.235302
H  13.959442  16.864452  32.692041
H  14.227190  24.526038  12.639319
C  18.741337  28.284579  22.875204
H  21.255955  23.982199  22.202462
O  13.108218  23.171532  17.251817
H  18.762682  23.613190  19.146426
H  17.918591  29.596624  20.497418
C  18.068231  22.415318  13.053988
H  17.397377  21.559654  18.539270
H  19.027842  28.575251  23.879923
H  20.042008  32.294432  23.916561
C  19.468147  16.162211  24.491017
C  21.148730  21.077452  26.878462
C  21.192777  19.997606  20.554259
H  13.054583  17.942215  22.778031
H  22.438122  22.152839  19.260661
C  13.036843  29.501219  15.759678
H  15.268641  18.829682  26.721646
H  11.015170  17.875472  16.554775
H  14.683322  18.117662  33.763193
N  17.240399  24.660271  12.754261
C  14.734539  25.497241  12.719435
H  14.917821  17.978334  13.842515
H  17.527305  12.658093  22.080959
H  24.635582  23.843323  19.716303
C  17.702387  25.504898  13.924671
C  12.165472  16.720494  14.930801
C  19.252010  18.696421  24.759858
H  13.120367  25.608377  16.982442
N  20.737845  19.839598  26.246518
C  14.359312  27.935503  12.408847
H  13.471086  36.544181  17.185359
N  18.678955  13.731048  23.459436
O  19.997550  24.318906  17.058352
H  11.718313  18.939768  15.528154
C  16.386239  28.841839  23.341563
N  18.213900  22.359881  23.747235
H  23.471078  25.039274  23.611827
H  19.315657  19.517034  21.538719
H  18.936946  25.413975  11.797078
H  13.223120  17.255615  17.482575
H  21.730538  16.724716  26.013626
H  17.993605  23.193494  20.660828
H  19.149773  32.731663  25.303683
H  19.274559  20.769883  25.178701
N  13.292606  34.638557  16.386896
H  12.337862  30.269029  18.979954
O  12.868739  21.083283  17.833040
H  15.531961  30.447154  21.158704
C  14.866427  20.433106  30.528633
C  13.725512  33.985423  17.468167
C  18.240701  12.458380  22.880310
H  14.209366  16.081845  14.283952
H  15.106181  22.594373  28.913098
C  19.850775  19.371725  20.607233
H  17.567167  23.355346  17.240873
H  18.349887  18.826506  24.169289
C  10.620851  16.191479  21.016442
H  15.485229  23.475748  20.844794
C  19.014519  32.358472  24.270088
C  13.628164  32.644381  17.709064
C  17.234133  28.982339  21.072897
H  18.738209  16.043122  18.561639
N  15.161868  22.004309  25.640066
C  17.659824  25.194615  20.178284
C  15.155368  19.774513  29.304262
H  15.920050  25.992005  19.165286
C  11.083475  18.693992  20.883319
H  17.366901  17.075524  18.832985
H  9.801674  16.248889  20.285664
C  19.938618  17.502910  25.011184
H  13.774753  28.824689  12.195701
H  24.163135  26.080186  20.875889
H  16.394224  15.657824  15.752357
C  14.508160  18.547657  14.657564
H  19.977688  14.961165  26.247423
H  15.686919  18.303152  17.093185
H  9.362343  22.392830  18.542338
C  21.928248  24.455233  19.873183
H  10.356645  14.090677  21.075157
H  19.564219  28.437536  22.201640
C  15.291462  17.780849  30.537330
C  15.161627  22.654500  26.786518
H  14.587325  36.197791  15.875251
H  21.615596  19.885220  19.560871
H  17.961835  21.601451  12.312141
C  15.735685  18.795233  21.292446
H  11.902242  12.788864  22.207205
H  18.067956  33.456567  22.415248
C  15.321074  28.579440  22.330277
H  18.428329  26.195462  13.534282
H  15.319611  29.092723  20.160597
C  19.720554  19.846073  25.417138
H  19.453625  12.893694  25.165590
H  15.380994  28.098390  12.053712
O  19.948658  22.441089  15.918275
C  13.157195  18.040761  16.681130
O  15.360374  26.374832  16.162443
C  21.144186  21.542932  20.878057
O  12.431237  23.878959  20.225930
N  12.969334  24.380474  21.224952
C  12.591505  29.784945  18.034543
H  22.344866  18.766244  27.097552
H  15.355049  22.229088  23.544319
H  14.862036  19.712885  19.499113
H  14.091656  23.114941  24.345362
H  20.455284  21.840942  26.651493
H  14.798163  18.831225  21.842000
H  22.171003  21.300048  26.663664
H  13.377466  15.762322  23.583193
C  11.321107  17.320307  21.495552
H  11.370330  13.354994  23.787989
H  20.333895  22.089233  20.376136
C  13.847955  26.558509  12.006173
N  22.691177  23.588466  20.762814
H  17.676116  11.949531  23.658838
H  23.342427  21.642984  20.793464
H  8.713957  20.426366  19.068447
H  18.095610  24.831715  14.678736
C  18.513806  14.888406  22.792171
H  20.015542  18.304203  20.491560
H  13.960820  26.450035  10.941581
H  19.964386  22.830978  11.960185
O  14.260485  17.755622  24.476386
H  22.028842  25.502693  20.141328
H  15.722774  16.951656  32.920866
H  16.201380  23.224790  14.063562
C  19.632722  15.015905  25.236597
H  12.329076  28.004066  19.169820
C  21.089243  17.564871  25.852618
H  12.316059  26.152024  18.493484
N  11.846437  14.835383  22.414586
O  20.201645  22.468235  18.073873
N  17.635141  29.175780  22.526454
H  16.561720  19.233462  19.386254
H  17.318255  31.173186  24.796560
C  15.222394  19.934872  26.820343
C  12.554579  15.909675  22.891078
H  18.396676  17.655201  16.728271
C  9.633771  20.146839  19.598192
H  11.968230  16.952423  13.888123
C  16.424053  21.852868  18.979224
N  15.394056  17.210005  24.328188
C  18.416467  24.459783  11.837435
H  12.255310  21.836497  20.399432
H  16.226986  29.706487  23.938996
C  15.812072  19.711472  20.052322
C  15.778167  29.380721  21.100648
H  16.631567  18.968911  21.908004
H  17.045523  15.415132  18.356313
H  11.141445  22.801898  18.596045
H  18.330409  27.305056  22.885549
O  12.917706  25.579264  21.398472
H  14.339003  27.978207  13.484667
C  12.454681  32.558852  15.611598
H  13.412052  19.050834  17.046797
C  12.861995  28.122837  15.928393
N  14.992996  18.391931  31.664501
H  25.262380  25.286999  22.006668
H  24.755297  23.103298  21.300311
C  22.464231  22.113782  20.345297
H  21.043427  20.910571  27.941037
H  12.849966  26.339330  12.388226
C  16.626790  23.724966  17.633572
O  18.093767  22.800482  24.922577
H  18.006819  14.734244  21.858400
C  23.151332  25.093179  22.560812
H  11.601261  15.923286  15.364003
H  18.051100  25.361292  21.197830
H  14.601799  23.927524  19.338912
H  18.588084  34.487916  23.786471
H  17.323375  27.934749  20.888377
H  15.026432  16.688926  17.373989
O  16.072346  28.347429  15.748133
H  15.708214  17.738839  20.988034
O  17.704525  21.238449  23.461905
H  15.383501  21.593604  20.953126
H  14.676906  21.514527  30.562383
C  17.889494  16.684516  16.734804
H  16.624523  24.795350  17.510662
C  18.266580  31.000645  24.246110
C  15.540105  23.980856  19.873041
H  18.840126  16.970215  22.582543
H  16.858790  26.002919  14.358534
C  24.276792  25.197494  21.502073
H  15.625902  25.892851  20.861154
H  15.216079  23.745557  26.731343
N  16.648956  23.307958  19.050549
H  13.647141  19.121216  14.429405
H  15.248020  27.510309  22.222173
H  19.202672  19.691047  19.790245
H  22.375770  24.409262  18.887244
C  12.522528  28.430475  18.185179
C  17.902098  23.799459  19.792888
H  16.496132  26.282497  11.702343
C  12.940706  31.869514  16.703553
C  16.182220  21.157963  20.351829
C  21.504086  18.757375  26.383952
C  15.440985  18.410753  29.334613
C  18.225212  33.484866  23.500102
H  15.272261  20.130304  24.678377
H  14.887324  25.804264  13.735336
H  15.758297  23.293563  17.156670
C  12.342486  17.181978  22.459331
H  12.969553  27.462030  15.061710
H  22.577046  25.994245  22.461319
C  16.115475  25.372074  20.050662
C  11.900003  17.926598  15.919393
H  12.374756  34.472605  14.593049
C  12.864839  30.370548  16.826520
O  14.196971  21.616042  16.250458
C  17.991659  30.622357  22.808126
H  15.569405  21.651610  18.366260
H  13.260141  29.785283  14.745118
C  12.009417  19.730641  20.992631
H  18.893278  30.301865  24.793061
C  12.656352  33.897119  15.458065
H  16.805482  17.118539  14.928400
H  18.869292  30.782450  22.186126
H  16.626473  28.033765  24.020374
H  13.984570  32.186492  18.616175
H  17.089205  21.232589  20.940255
C  10.240029  22.415541  19.159896
H  12.956551  36.499799  15.513123
C  11.656942  20.933319  20.398639
N  12.603340  27.614741  17.129595
H  18.600254  15.980254  16.220211
C  15.150391  22.835984  24.414379
C  14.829267  17.532154  32.863516
H  13.721879  15.594853  15.937805
H  14.210588  34.605555  18.231192
C  18.891818  16.113515  23.239706
C  15.188009  20.632539  28.000987
C  19.273034  13.803623  24.632290
C  19.209625  23.337892  12.602768
N  15.624234  27.536150  16.602561
H  14.325490  28.864114  22.680792
H  15.269581  19.263539  14.898654
C  12.307167  26.212167  17.407803
O  15.380724  27.856360  17.765493
H  15.816428  23.710370  24.445869
C  13.580258  16.324263  15.140415
C  12.070609  13.516982  22.978450
H  21.814864  19.350733  21.240200
H  19.007382  11.767468  22.521914
H  18.213931  25.818205  19.477108
H  9.262701  18.100421  20.019534
H  18.309222  21.988409  14.014291
H  16.120076  22.895823  12.407837
H  13.112612  13.523400  23.314571
C  22.320282  23.840163  22.137764
O  15.518800  16.250824  23.560328
H  19.869749  23.751954  13.390683
C  15.200475  22.004384  28.004966
H  15.669501  17.709360  28.547443
C  16.131979  25.328702  12.012958
C  17.725988  16.249678  18.184696
C  16.571298  16.715331  15.927756
H  17.202661  33.476958  23.972931
H  20.886172  24.176481  19.721237

Forces on atoms 1 to 3 (eV/Å):
N 0.586 0.487 -2.831
H 0.234 -0.221 -1.404
O 1.300 0.510 0.651

As for the LUMO energy: -0.461 Ha. The gap between HOMO and LUMO comes out at 5.48 eV. Its multiplicity is 1. The max |F| comes out at 0.0632 Eh/bohr. Its net charge is +7. The molecular weight is 1828.4 g mol⁻¹.